65
Properties=species:S:1:pos:R:3:nbo_charge:R:1 method="wB97M-V/def2-TZVPD" e_tot_ev=-331123.24722 lumo_ev=-0.530 largest_force_ev_per_a=2.1 smiles="C[N+](=O)[O-].C[N+](=O)[O-].C[N+](=O)[O-].C[N+](=O)[O-].C[N+](=O)[O-].C[N+](=O)[O-].C[N+](=O)[O-].BrCCBr.BrCCBr" orbital_gap_ha=0.34905 spin_multiplicity=1
C -1.22 -0.72 3.26 -0.489
N -1.46 0.25 4.38 0.542
O -2.24 -0.08 5.24 -0.365
O -0.88 1.31 4.35 -0.397
H -1.27 -0.14 2.36 0.240
H -2.04 -1.43 3.33 0.232
H -0.30 -1.27 3.45 0.234
C -0.80 3.73 2.13 -0.495
N -1.34 2.91 1.00 0.547
O -1.18 3.30 -0.13 -0.370
O -1.94 1.91 1.31 -0.416
H -1.53 3.52 2.90 0.250
H -0.64 4.75 1.81 0.233
H 0.19 3.37 2.42 0.251
C -0.78 2.20 -4.44 -0.478
N -1.08 3.62 -4.80 0.530
O -1.20 3.87 -5.98 -0.381
O -1.33 4.41 -3.92 -0.389
H -1.58 1.53 -4.73 0.254
H -0.64 2.28 -3.37 0.226
H 0.19 2.05 -4.90 0.236
C -3.80 -0.01 -0.96 -0.482
N -3.12 -0.42 -2.21 0.538
O -3.52 -1.39 -2.81 -0.356
O -2.17 0.25 -2.59 -0.415
H -3.94 1.06 -1.03 0.242
H -3.16 -0.37 -0.16 0.239
H -4.77 -0.49 -0.88 0.235
C 0.80 0.50 -0.55 -0.483
N 1.09 -0.96 -0.54 0.541
O 0.75 -1.65 0.39 -0.424
O 1.50 -1.42 -1.57 -0.347
H 0.25 0.73 -1.46 0.255
H 1.70 1.10 -0.44 0.237
H 0.15 0.69 0.30 0.211
C 0.53 -4.49 2.50 -0.497
N 0.78 -5.96 2.54 0.534
O -0.01 -6.65 1.95 -0.373
O 1.82 -6.34 3.05 -0.373
H -0.54 -4.39 2.67 0.238
H 0.76 -4.18 1.48 0.240
H 1.14 -3.94 3.21 0.226
C 2.16 4.37 -2.93 -0.480
N 2.60 3.04 -2.42 0.537
O 3.44 3.02 -1.53 -0.391
O 2.17 2.03 -2.94 -0.383
H 2.93 5.12 -2.79 0.241
H 1.34 4.62 -2.25 0.247
H 1.87 4.18 -3.95 0.234
Br -2.70 -5.09 0.77 -0.011
C -1.59 -4.63 -0.77 -0.454
C -0.48 -5.58 -1.15 -0.437
Br -1.27 -7.30 -1.69 -0.009
H -1.21 -3.61 -0.64 0.225
H -2.28 -4.57 -1.61 0.230
H 0.25 -5.66 -0.35 0.224
H -0.01 -5.21 -2.05 0.235
Br 2.67 2.72 3.88 -0.032
C 3.62 1.26 2.93 -0.414
C 3.82 1.75 1.51 -0.456
Br 4.73 0.47 0.35 0.009
H 3.01 0.37 3.04 0.226
H 4.53 1.08 3.49 0.230
H 4.42 2.64 1.41 0.239
H 2.82 1.94 1.12 0.207

---

47
Properties=species:S:1:pos:R:3:lowdin_charge:R:1 method="wB97M-V/def2-TZVPD" e_tot_ev=-69480.07554 lumo_ev="-13.034 / -13.031" largest_force_ev_per_a=6.7 total_charge=+3 orbital_gap_ha="0.12855 / 0.12866" spin_multiplicity=1
I 4.23 -1.59 -3.96 0.118
I 6.15 -1.19 -2.00 0.214
Ce -0.30 -0.52 -1.14 1.055
P 1.05 2.00 -1.15 0.782
C 2.53 2.47 -2.09 -0.213
C -0.25 2.91 -2.11 -0.212
H -0.02 3.98 -2.12 0.091
H 1.33 4.19 -0.06 0.096
H -1.26 2.73 -1.71 0.046
H 0.63 2.97 1.09 0.036
H 2.53 1.94 -3.05 0.062
H -0.22 2.57 -3.15 0.069
C 1.33 3.13 0.26 -0.199
H 2.52 3.56 -2.25 0.097
H 2.35 2.92 0.63 0.076
H 3.41 2.19 -1.49 0.072
P 0.71 -2.83 0.22 0.792
C 2.05 -3.94 -0.36 -0.207
C 0.90 -3.15 2.01 -0.191
H -1.71 -3.29 -0.02 0.057
H -0.76 -4.76 0.38 0.088
H -0.76 -4.13 -1.28 0.074
C -0.78 -3.84 -0.22 -0.210
H 0.30 -2.46 2.61 0.049
H 0.66 -4.19 2.27 0.091
H 1.88 -4.96 0.03 0.097
H 3.01 -3.55 0.03 0.073
H 1.96 -2.99 2.27 0.078
H 2.05 -3.96 -1.46 0.063
C 2.05 -0.64 -0.85 -0.240
O 3.21 -0.72 -0.96 -0.032
C -2.13 2.67 1.35 -0.149
Si -2.33 0.83 1.11 0.411
C -3.39 0.36 2.57 -0.141
C -3.46 0.39 -0.36 -0.155
C -0.69 0.00 1.05 -0.334
H -3.11 3.16 1.38 0.072
H -1.54 3.17 0.58 0.009
H -1.64 2.85 2.31 0.068
H -4.35 0.88 2.51 0.072
H -3.60 -0.71 2.60 0.051
H -2.91 0.67 3.50 0.059
H -3.09 0.67 -1.37 0.020
H -3.75 -0.67 -0.38 0.058
H -4.40 0.96 -0.22 0.086
H 0.16 0.72 1.24 0.059
H -0.57 -0.83 1.77 0.043

---

Number 1: molar mass 803.00 g/mol. Number 2: molar mass 661.31 g/mol.